--- w ---
Density functional theory data (ωB97M-V/def2-TZVPD) for a 10-piece molecular cluster, C40H110N10O10 overall.

Positions of all 170 atoms, in Å:
C (2.44, 23.54, 14.07)
C (1.20, 24.51, 14.26)
C (0.94, 25.21, 12.96)
O (2.01, 25.97, 12.45)
C (2.36, 27.20, 13.02)
N (-0.02, 23.74, 14.55)
H (3.35, 24.13, 14.01)
H (2.33, 23.06, 13.13)
H (2.53, 22.76, 14.89)
H (1.53, 25.27, 15.02)
H (0.05, 25.80, 13.20)
H (0.75, 24.48, 12.20)
H (3.27, 27.55, 12.54)
H (2.49, 27.17, 14.08)
H (1.60, 27.94, 12.79)
H (0.22, 23.09, 15.28)
H (-0.71, 24.39, 14.98)
C (0.21, 19.84, 15.68)
C (0.56, 20.12, 14.23)
C (2.04, 19.74, 14.09)
O (2.37, 19.50, 12.74)
C (3.66, 19.05, 12.50)
N (-0.38, 19.46, 13.28)
H (0.97, 20.26, 16.34)
H (0.24, 18.78, 15.87)
H (-0.71, 20.26, 16.02)
H (0.46, 21.17, 14.00)
H (2.34, 18.83, 14.61)
H (2.70, 20.47, 14.50)
H (3.88, 18.07, 12.98)
H (4.39, 19.80, 12.84)
H (3.90, 18.89, 11.42)
H (-0.50, 20.08, 12.47)
H (0.11, 18.70, 12.84)
C (2.18, 15.31, 7.18)
C (2.91, 16.36, 8.01)
C (3.02, 15.84, 9.45)
O (1.79, 15.61, 10.13)
C (1.07, 16.76, 10.53)
N (4.18, 16.64, 7.46)
H (1.34, 14.80, 7.69)
H (2.88, 14.51, 6.90)
H (1.74, 15.61, 6.26)
H (2.15, 17.17, 7.96)
H (3.63, 16.54, 10.08)
H (3.58, 14.91, 9.41)
H (0.95, 17.48, 9.71)
H (1.50, 17.27, 11.40)
H (0.04, 16.40, 10.77)
H (4.17, 16.66, 6.45)
H (4.46, 17.59, 7.65)
C (-3.43, 19.59, 7.22)
C (-2.16, 18.97, 7.86)
C (-0.91, 19.66, 7.27)
O (-0.83, 19.54, 5.83)
C (-0.64, 18.20, 5.45)
N (-2.25, 19.17, 9.36)
H (-3.32, 19.57, 6.13)
H (-3.38, 20.64, 7.55)
H (-4.34, 19.14, 7.57)
H (-2.10, 17.93, 7.65)
H (0.05, 19.26, 7.66)
H (-0.97, 20.76, 7.52)
H (0.15, 17.79, 6.07)
H (-0.42, 18.19, 4.41)
H (-1.54, 17.61, 5.59)
H (-1.30, 19.01, 9.74)
H (-2.43, 20.15, 9.55)
C (-1.83, 27.56, 6.54)
C (-2.79, 27.40, 7.71)
C (-2.18, 27.75, 9.05)
O (-0.95, 26.98, 9.23)
C (-0.14, 27.58, 10.18)
N (-4.02, 28.23, 7.44)
H (-1.00, 26.79, 6.49)
H (-1.26, 28.53, 6.59)
H (-2.34, 27.46, 5.58)
H (-3.16, 26.38, 7.69)
H (-2.78, 27.62, 9.93)
H (-1.93, 28.81, 9.06)
H (0.77, 26.98, 10.28)
H (-0.60, 27.69, 11.21)
H (0.11, 28.57, 9.87)
H (-3.80, 29.21, 7.27)
H (-4.61, 28.23, 8.28)
C (-5.16, 24.46, 13.74)
C (-4.89, 23.40, 12.66)
C (-3.73, 22.59, 13.05)
O (-4.09, 21.67, 14.06)
C (-2.97, 20.83, 14.37)
N (-6.07, 22.57, 12.41)
H (-6.13, 24.98, 13.52)
H (-4.37, 25.22, 13.64)
H (-5.20, 24.00, 14.76)
H (-4.66, 23.97, 11.70)
H (-2.89, 23.25, 13.44)
H (-3.41, 22.05, 12.16)
H (-2.10, 21.41, 14.79)
H (-2.66, 20.30, 13.46)
H (-3.38, 20.08, 15.10)
H (-6.24, 21.93, 13.17)
H (-5.98, 22.09, 11.57)
C (-5.01, 29.88, 15.52)
C (-5.45, 29.35, 14.10)
C (-4.68, 28.10, 13.76)
O (-3.31, 28.35, 13.87)
C (-2.40, 27.29, 13.86)
N (-6.89, 29.04, 14.00)
H (-5.83, 30.28, 16.08)
H (-4.10, 30.56, 15.50)
H (-4.71, 29.00, 16.15)
H (-5.30, 30.18, 13.37)
H (-4.97, 27.67, 12.82)
H (-5.03, 27.40, 14.54)
H (-1.40, 27.67, 14.01)
H (-2.29, 26.87, 12.87)
H (-2.65, 26.47, 14.55)
H (-7.23, 28.37, 14.66)
H (-7.45, 29.88, 14.04)
C (-5.40, 24.48, 4.97)
C (-4.39, 23.52, 5.56)
C (-3.03, 23.82, 5.05)
O (-2.22, 22.67, 5.48)
C (-1.00, 22.64, 4.90)
N (-4.31, 23.57, 7.06)
H (-6.39, 24.42, 5.42)
H (-5.33, 24.26, 3.91)
H (-5.04, 25.52, 5.08)
H (-4.63, 22.53, 5.23)
H (-2.69, 24.77, 5.53)
H (-2.86, 24.02, 3.99)
H (-0.97, 22.62, 3.82)
H (-0.49, 21.71, 5.23)
H (-0.33, 23.52, 5.10)
H (-5.02, 23.03, 7.56)
H (-3.38, 23.27, 7.32)
C (-6.98, 24.20, 9.39)
C (-6.68, 25.69, 9.10)
C (-5.79, 26.25, 10.22)
O (-5.51, 27.66, 10.14)
C (-6.62, 28.47, 10.54)
N (-6.11, 25.81, 7.80)
H (-7.43, 24.19, 10.39)
H (-6.03, 23.64, 9.46)
H (-7.69, 23.65, 8.75)
H (-7.57, 26.34, 9.17)
H (-4.80, 25.74, 10.13)
H (-6.08, 26.07, 11.29)
H (-6.44, 29.50, 10.25)
H (-6.71, 28.46, 11.60)
H (-7.51, 28.17, 9.99)
H (-5.94, 26.76, 7.48)
H (-5.26, 25.25, 7.75)
C (-2.14, 24.45, 10.66)
C (-0.99, 23.89, 9.88)
C (-0.46, 22.57, 10.49)
O (0.62, 21.93, 9.88)
C (1.87, 22.53, 9.95)
N (-1.38, 23.61, 8.50)
H (-3.04, 23.85, 10.37)
H (-2.40, 25.47, 10.46)
H (-2.03, 24.27, 11.75)
H (-0.26, 24.71, 9.94)
H (-1.28, 21.84, 10.54)
H (-0.22, 22.80, 11.52)
H (2.44, 22.20, 10.81)
H (1.84, 23.63, 9.87)
H (2.40, 22.30, 8.99)
H (-1.36, 24.45, 7.92)
H (-0.83, 22.98, 8.00)

As for the HOMO energy: -8.3 eV. The molecular weight comes out at 891.38 g/mol. The structure (SMILES) is COC[C@H](C)N.COC[C@H](C)N.COC[C@H](C)N.COC[C@H](C)N.COC[C@H](C)N.COC[C@H](C)N.COC[C@H](C)N.COC[C@H](C)N.COC[C@H](C)N.COC[C@H](C)N. For the LUMO energy, the calculation gives 0.5 eV. As for the charge: 0. The orbital gap comes out at 8.74 eV.

Löwdin population analysis, charges in e, atoms 1 to 99: atom 1 (C): -0.025, atom 2 (C): -0.414, atom 3 (C): -0.227, atom 4 (O): -0.184, atom 5 (C): -0.096, atom 6 (N): 0.057, atom 7 (H): 0.072, atom 8 (H): 0.047, atom 9 (H): 0.085, atom 10 (H): 0.140, atom 11 (H): 0.111, atom 12 (H): 0.095, atom 13 (H): 0.095, atom 14 (H): 0.072, atom 15 (H): 0.077, atom 16 (H): 0.053, atom 17 (H): 0.091, atom 18 (C): -0.064, atom 19 (C): -0.395, atom 20 (C): -0.201, atom 21 (O): -0.213, atom 22 (C): -0.130, atom 23 (N): 0.069, atom 24 (H): 0.080, atom 25 (H): 0.079, atom 26 (H): 0.052, atom 27 (H): 0.097, atom 28 (H): 0.124, atom 29 (H): 0.099, atom 30 (H): 0.095, atom 31 (H): 0.089, atom 32 (H): 0.087, atom 33 (H): 0.069, atom 34 (H): 0.051, atom 35 (C): -0.067, atom 36 (C): -0.474, atom 37 (C): -0.192, atom 38 (O): -0.188, atom 39 (C): -0.106, atom 40 (N): 0.048, atom 41 (H): 0.090, atom 42 (H): 0.086, atom 43 (H): 0.045, atom 44 (H): 0.118, atom 45 (H): 0.120, atom 46 (H): 0.129, atom 47 (H): 0.072, atom 48 (H): 0.067, atom 49 (H): 0.106, atom 50 (H): 0.075, atom 51 (H): 0.077, atom 52 (C): -0.038, atom 53 (C): -0.404, atom 54 (C): -0.175, atom 55 (O): -0.220, atom 56 (C): -0.101, atom 57 (N): 0.052, atom 58 (H): 0.080, atom 59 (H): 0.069, atom 60 (H): 0.073, atom 61 (H): 0.108, atom 62 (H): 0.117, atom 63 (H): 0.118, atom 64 (H): 0.074, atom 65 (H): 0.086, atom 66 (H): 0.085, atom 67 (H): 0.057, atom 68 (H): 0.036, atom 69 (C): -0.072, atom 70 (C): -0.410, atom 71 (C): -0.166, atom 72 (O): -0.214, atom 73 (C): -0.135, atom 74 (N): 0.043, atom 75 (H): 0.082, atom 76 (H): 0.095, atom 77 (H): 0.069, atom 78 (H): 0.108, atom 79 (H): 0.106, atom 80 (H): 0.119, atom 81 (H): 0.091, atom 82 (H): 0.097, atom 83 (H): 0.077, atom 84 (H): 0.073, atom 85 (H): 0.037, atom 86 (C): -0.056, atom 87 (C): -0.443, atom 88 (C): -0.262, atom 89 (O): -0.198, atom 90 (C): -0.093, atom 91 (N): 0.070, atom 92 (H): 0.080, atom 93 (H): 0.046, atom 94 (H): 0.094, atom 95 (H): 0.113, atom 96 (H): 0.126, atom 97 (H): 0.113, atom 98 (H): 0.074, atom 99 (H): 0.066

--- x ---
Density functional theory data (ωB97M-V/def2-TZVPD) for a 10-piece molecular cluster, C40H110N10O10 overall.

Positions of all 170 atoms, in Å:
C (17.13, 17.59, 17.06)
C (16.27, 16.58, 17.82)
C (15.69, 17.13, 19.13)
O (14.90, 18.26, 18.79)
C (14.48, 19.06, 19.91)
N (15.34, 15.92, 16.99)
H (17.95, 17.97, 17.67)
H (16.51, 18.45, 16.83)
H (17.57, 17.19, 16.15)
H (16.76, 15.62, 18.00)
H (16.51, 17.45, 19.77)
H (15.02, 16.38, 19.55)
H (13.94, 19.94, 19.58)
H (15.35, 19.44, 20.45)
H (13.85, 18.50, 20.60)
H (14.90, 16.70, 16.52)
H (14.68, 15.44, 17.60)
C (13.29, 20.08, 15.11)
C (13.47, 18.64, 15.67)
C (12.23, 17.84, 16.00)
O (12.64, 16.52, 16.37)
C (11.52, 15.67, 16.52)
N (14.32, 17.98, 14.70)
H (14.23, 20.60, 14.95)
H (12.68, 20.68, 15.80)
H (12.69, 20.17, 14.21)
H (14.08, 18.69, 16.57)
H (11.47, 17.77, 15.22)
H (11.66, 18.20, 16.86)
H (11.65, 14.71, 17.02)
H (11.07, 15.54, 15.54)
H (10.82, 16.18, 17.19)
H (14.16, 16.99, 14.68)
H (15.28, 18.20, 14.91)
C (10.12, 13.89, 19.86)
C (10.28, 12.75, 20.82)
C (9.23, 11.59, 20.68)
O (9.48, 10.53, 21.58)
C (8.68, 9.33, 21.34)
N (11.60, 12.14, 20.50)
H (10.75, 14.69, 20.27)
H (9.06, 14.15, 19.84)
H (10.43, 13.58, 18.87)
H (10.28, 13.10, 21.85)
H (9.26, 11.11, 19.71)
H (8.26, 12.04, 20.90)
H (8.69, 8.62, 22.17)
H (9.13, 8.84, 20.48)
H (7.66, 9.54, 21.01)
H (11.59, 12.24, 19.50)
H (11.50, 11.20, 20.85)
C (15.62, 21.71, 17.43)
C (16.94, 22.30, 16.83)
C (17.08, 22.07, 15.33)
O (17.12, 20.71, 14.83)
C (18.41, 20.08, 15.01)
N (16.85, 23.71, 17.14)
H (15.45, 22.02, 18.46)
H (15.55, 20.62, 17.41)
H (14.77, 22.07, 16.83)
H (17.82, 21.92, 17.35)
H (17.94, 22.66, 15.03)
H (16.22, 22.52, 14.84)
H (18.45, 19.04, 14.67)
H (18.55, 20.10, 16.09)
H (19.15, 20.61, 14.41)
H (15.94, 24.06, 16.88)
H (17.53, 24.12, 16.52)
C (11.46, 23.58, 14.71)
C (12.59, 23.93, 13.74)
C (12.20, 23.61, 12.21)
O (11.09, 24.38, 11.93)
C (10.70, 24.33, 10.57)
N (12.94, 25.26, 13.88)
H (11.30, 22.50, 14.66)
H (10.53, 24.05, 14.39)
H (11.60, 23.77, 15.78)
H (13.35, 23.26, 14.14)
H (12.09, 22.54, 12.05)
H (13.04, 23.85, 11.55)
H (9.71, 24.70, 10.32)
H (10.84, 23.33, 10.14)
H (11.22, 25.16, 10.08)
H (13.75, 25.39, 13.29)
H (12.25, 25.87, 13.47)
C (8.78, 12.41, 12.44)
C (8.87, 13.89, 12.77)
C (10.31, 14.44, 12.50)
O (11.24, 13.71, 13.27)
C (12.59, 14.19, 13.12)
N (7.84, 14.70, 12.11)
H (8.81, 12.28, 11.36)
H (7.82, 12.04, 12.79)
H (9.58, 11.80, 12.85)
H (8.68, 13.83, 13.84)
H (10.37, 15.50, 12.76)
H (10.66, 14.36, 11.47)
H (13.31, 13.63, 13.72)
H (12.64, 15.23, 13.43)
H (12.89, 14.10, 12.08)
H (8.07, 14.73, 11.13)
H (6.98, 14.18, 12.19)
C (16.61, 16.82, 11.99)
C (15.99, 15.67, 11.19)
C (16.65, 15.38, 9.82)
O (16.39, 16.38, 8.85)
C (15.07, 16.12, 8.28)
N (15.97, 14.48, 11.98)
H (16.09, 17.20, 12.87)
H (16.70, 17.73, 11.40)
H (17.60, 16.43, 12.24)
H (14.95, 15.90, 10.98)
H (16.29, 14.41, 9.49)
H (17.72, 15.16, 9.91)
H (14.88, 15.08, 8.01)
H (15.02, 16.75, 7.39)
H (14.19, 16.42, 8.86)
H (15.43, 13.78, 11.49)
H (15.58, 14.57, 12.91)
C (8.16, 15.69, 16.11)
C (7.26, 16.78, 16.81)
C (8.00, 17.66, 17.83)
O (8.53, 16.84, 18.84)
C (9.43, 17.54, 19.70)
N (6.63, 17.66, 15.79)
H (8.65, 15.17, 16.94)
H (8.85, 16.33, 15.55)
H (7.71, 15.07, 15.35)
H (6.43, 16.24, 17.27)
H (7.33, 18.40, 18.26)
H (8.71, 18.29, 17.30)
H (9.05, 18.44, 20.19)
H (10.33, 17.81, 19.14)
H (9.84, 16.87, 20.45)
H (7.31, 18.32, 15.42)
H (6.38, 17.06, 15.02)
C (15.53, 19.97, 8.55)
C (14.13, 20.01, 8.98)
C (13.82, 19.30, 10.30)
O (12.41, 19.40, 10.68)
C (12.00, 18.49, 11.65)
N (13.70, 21.40, 9.05)
H (16.20, 20.49, 9.23)
H (15.64, 20.41, 7.56)
H (15.90, 18.94, 8.53)
H (13.50, 19.44, 8.29)
H (14.42, 19.78, 11.08)
H (14.21, 18.29, 10.18)
H (11.90, 17.48, 11.24)
H (11.00, 18.78, 11.98)
H (12.67, 18.41, 12.51)
H (14.30, 21.77, 9.78)
H (12.80, 21.30, 9.49)
C (15.76, 11.70, 17.70)
C (14.36, 12.21, 18.09)
C (13.22, 11.85, 17.10)
O (11.94, 12.28, 17.53)
C (10.94, 12.03, 16.57)
N (14.13, 11.64, 19.39)
H (16.56, 11.98, 18.39)
H (16.05, 12.12, 16.74)
H (15.90, 10.62, 17.65)
H (14.47, 13.28, 18.26)
H (13.18, 10.77, 16.93)
H (13.50, 12.37, 16.19)
H (11.29, 12.28, 15.57)
H (10.01, 12.54, 16.82)
H (10.70, 10.97, 16.59)
H (14.70, 12.22, 19.99)
H (13.25, 11.85, 19.85)

As for the HOMO energy: -8.6 eV. The molecular weight comes out at 891.38 g/mol. The structure (SMILES) is COC[C@H](C)N.COC[C@H](C)N.COC[C@H](C)N.COC[C@H](C)N.COC[C@H](C)N.COC[C@H](C)N.COC[C@H](C)N.COC[C@H](C)N.COC[C@H](C)N.COC[C@H](C)N. For the LUMO energy, the calculation gives 0.5 eV. As for the charge: 0. The orbital gap comes out at 9.07 eV.

Löwdin population analysis, charges in e, atoms 1 to 99: atom 1 (C): -0.044, atom 2 (C): -0.453, atom 3 (C): -0.180, atom 4 (O): -0.223, atom 5 (C): -0.083, atom 6 (N): 0.057, atom 7 (H): 0.084, atom 8 (H): 0.053, atom 9 (H): 0.080, atom 10 (H): 0.130, atom 11 (H): 0.125, atom 12 (H): 0.124, atom 13 (H): 0.080, atom 14 (H): 0.085, atom 15 (H): 0.083, atom 16 (H): 0.018, atom 17 (H): 0.059, atom 18 (C): -0.044, atom 19 (C): -0.394, atom 20 (C): -0.161, atom 21 (O): -0.213, atom 22 (C): -0.078, atom 23 (N): 0.049, atom 24 (H): 0.059, atom 25 (H): 0.066, atom 26 (H): 0.061, atom 27 (H): 0.103, atom 28 (H): 0.122, atom 29 (H): 0.119, atom 30 (H): 0.080, atom 31 (H): 0.076, atom 32 (H): 0.069, atom 33 (H): 0.059, atom 34 (H): 0.059, atom 35 (C): -0.053, atom 36 (C): -0.381, atom 37 (C): -0.204, atom 38 (O): -0.207, atom 39 (C): -0.074, atom 40 (N): 0.028, atom 41 (H): 0.086, atom 42 (H): 0.086, atom 43 (H): 0.054, atom 44 (H): 0.136, atom 45 (H): 0.122, atom 46 (H): 0.121, atom 47 (H): 0.086, atom 48 (H): 0.079, atom 49 (H): 0.081, atom 50 (H): 0.029, atom 51 (H): 0.077, atom 52 (C): -0.042, atom 53 (C): -0.432, atom 54 (C): -0.201, atom 55 (O): -0.206, atom 56 (C): -0.078, atom 57 (N): 0.034, atom 58 (H): 0.076, atom 59 (H): 0.051, atom 60 (H): 0.064, atom 61 (H): 0.130, atom 62 (H): 0.116, atom 63 (H): 0.118, atom 64 (H): 0.076, atom 65 (H): 0.076, atom 66 (H): 0.086, atom 67 (H): 0.071, atom 68 (H): 0.064, atom 69 (C): -0.069, atom 70 (C): -0.451, atom 71 (C): -0.207, atom 72 (O): -0.189, atom 73 (C): -0.085, atom 74 (N): 0.035, atom 75 (H): 0.058, atom 76 (H): 0.073, atom 77 (H): 0.077, atom 78 (H): 0.119, atom 79 (H): 0.110, atom 80 (H): 0.113, atom 81 (H): 0.083, atom 82 (H): 0.088, atom 83 (H): 0.088, atom 84 (H): 0.077, atom 85 (H): 0.083, atom 86 (C): -0.072, atom 87 (C): -0.431, atom 88 (C): -0.190, atom 89 (O): -0.218, atom 90 (C): -0.084, atom 91 (N): 0.046, atom 92 (H): 0.078, atom 93 (H): 0.077, atom 94 (H): 0.075, atom 95 (H): 0.107, atom 96 (H): 0.112, atom 97 (H): 0.122, atom 98 (H): 0.082, atom 99 (H): 0.077

If you had to name the least stable structure above, which would it be? It would be x.